64
Properties=species:S:1:pos:R:3 method="wB97M-V/def2-TZVPD" spin_multiplicity=5 lumo_energy_ev="2.637 / 2.641" total_charge=-1 s2=6.036
O 1.417 -0.441 -2.572
C 0.350 0.069 -2.849
C 0.064 1.503 -3.071
C 0.606 2.555 -2.300
H 0.886 2.382 -1.260
C 0.706 3.841 -2.857
H 1.216 4.657 -2.328
C 0.144 4.091 -4.123
H 0.289 5.063 -4.617
C -0.645 3.106 -4.746
H -1.164 3.316 -5.691
C -0.759 1.842 -4.155
H -1.470 1.090 -4.520
H -0.588 -0.537 -2.864
C -2.729 -1.215 -0.914
C -2.446 0.059 -0.218
H -3.690 -1.257 -1.482
H -2.709 -2.047 -0.192
H -1.889 -1.398 -1.630
C -2.796 1.330 -0.577
C -4.252 1.702 -0.584
H -2.039 2.053 -0.905
H -4.551 2.219 -1.502
H -4.544 2.319 0.285
H -4.823 0.754 -0.527
Fe -1.567 0.471 1.355
Cl 0.042 1.941 1.126
Cl -3.317 0.158 2.568
H 4.716 1.317 -1.752
H 4.902 1.582 0.887
C 3.644 1.417 -1.528
C 3.809 1.496 0.935
N 3.325 0.807 -0.245
H 3.066 0.930 -2.318
C 2.856 -0.459 -0.138
O 2.604 -1.047 0.926
H 3.516 0.926 1.818
H 2.727 -0.951 -1.118
H 3.394 2.484 -1.498
H 3.385 2.506 0.970
H -0.445 -5.661 1.539
H 1.550 -5.674 -0.419
C -0.929 -5.047 0.769
C 0.901 -4.946 -0.918
N 0.049 -4.261 0.039
H -1.647 -4.375 1.248
C 0.198 -2.945 0.310
O -0.549 -2.307 1.062
H 1.519 -4.197 -1.424
H 1.061 -2.482 -0.218
H -1.432 -5.719 0.071
H 0.281 -5.476 -1.647
C -1.118 1.854 4.453
C -0.458 0.548 4.308
N -0.235 -0.138 3.193
C 0.580 -1.214 3.528
C 0.698 -1.260 4.895
N 0.034 -0.145 5.369
H -2.207 1.710 4.481
H -0.759 2.352 5.362
H -0.869 2.461 3.572
H 1.015 -1.856 2.783
H 1.188 -1.989 5.524
H -0.113 0.132 6.330